Entry 1:
21
Properties=species:S:1:pos:R:3:forces:R:3 method="wB97M-V/def2-TZVPD" relative_energy_kcal_mol=43.39 smiles="[H]/N=C(C=O)/C=C1/C=CN([O-])[C@@H](F)C1" homo_lumo_gap_ev="6.188 / 5.596" total_charge=-1 spin_multiplicity=1
C 1.06590 -1.44752 -0.42637 -0.797 0.027 -0.078
C 2.42273 -1.22641 -0.21521 0.406 0.416 0.207
C 0.10660 -0.50035 -0.07882 0.584 -0.179 0.111
C -1.25098 -0.69674 -0.25542 -0.792 -0.253 -0.212
C -3.63871 -0.23352 -0.37475 -0.953 -0.252 -0.301
C -2.29820 0.20270 0.05877 0.744 0.564 0.413
C 0.62295 0.75387 0.57334 0.359 0.059 -0.508
C 2.02970 1.09168 0.12193 -0.255 0.329 0.343
N -2.14816 1.34349 0.67761 -0.319 0.286 0.208
N 2.91404 -0.05127 0.14062 -0.387 -0.408 -0.097
O 4.15542 0.15381 0.45141 0.773 0.185 0.105
O -4.66372 0.41058 -0.24880 0.457 -0.223 -0.020
F 1.98840 1.58344 -1.18723 -0.026 -0.009 -0.198
H 0.76084 -2.40216 -0.82953 -0.032 -0.078 -0.039
H 3.15017 -2.01931 -0.31837 0.123 0.089 0.038
H -1.55115 -1.63121 -0.71668 -0.018 -0.068 -0.050
H -3.67746 -1.23945 -0.85160 -0.004 0.129 0.056
H -0.06145 1.57757 0.36106 0.215 0.019 0.142
H 0.62584 0.61190 1.65798 -0.046 0.062 0.047
H 2.49306 1.89114 0.71402 -0.042 -0.435 -0.029
H -3.04581 1.82775 0.74603 0.009 -0.260 -0.140

=====

Entry 2:
14
Properties=species:S:1:pos:R:3:forces:R:3 method="wB97M-V/def2-TZVPD" relative_energy_kcal_mol=23.90 homo_lumo_gap_ev=6.710 total_charge=-1 spin_multiplicity=1
C 0.95402 -1.11673 2.55842 -0.313 0.686 -0.235
S -0.03960 0.32113 1.98296 -0.230 0.654 0.259
H 1.36506 -1.51869 1.63525 0.332 -0.487 0.344
H 1.69375 -0.86083 3.32084 0.349 0.308 -0.513
H 0.31030 -1.80790 3.09985 -0.297 -0.240 -0.516
C -1.81579 -0.14136 -1.60296 -1.104 -1.014 0.219
C -0.43198 -0.36319 -2.20874 -0.916 0.076 0.694
S 0.80355 0.59391 -1.30089 0.752 0.615 -0.291
H -2.59285 -0.78666 -2.03559 0.247 -0.553 -0.275
H -2.35800 0.79955 -1.66388 0.927 0.724 0.036
H -1.75358 -0.45717 -0.56046 -0.120 0.352 0.141
H -0.23550 -1.42648 -2.03512 0.103 0.020 -0.350
H -0.46340 -0.17508 -3.28317 0.355 0.124 -0.022
H 0.38438 0.72610 0.52967 -0.084 -1.265 0.510

=====

Entry 3:
8
Properties=species:S:1:pos:R:3:forces:R:3 method="wB97M-V/def2-TZVPD" s2=0.773 homo_lumo_gap_ev="6.708 / 7.865" total_charge=+1 spin_multiplicity=2
O 1.87497 -1.50123 0.34452 0.123 -1.197 -2.361
C 0.97951 -1.88817 -0.58866 1.039 -3.703 0.143
C 0.54243 -0.61511 -1.02392 2.489 3.571 3.557
O -0.13206 0.07487 -0.16036 -1.308 0.145 -3.647
Tl 0.57470 -0.58764 1.89825 -0.364 0.225 3.058
H 1.30744 -2.62137 -1.33642 -0.411 -0.282 0.549
Na -1.04610 1.95060 -0.82770 -0.029 0.089 -0.051
H 1.95547 -0.32943 -0.80330 -1.540 1.151 -1.247

=====

Entry 4:
116
Properties=species:S:1:pos:R:3:forces:R:3 method="wB97M-V/def2-TZVPD" relative_energy_kcal_mol=161.79 smiles="COC[C@H](C)N.COC[C@H](C)N.COC[C@H](C)N.COC[C@H](C)N.NC(N)=O.NC(N)=O.NC(N)=O.NC(N)=O.NC(N)=O.NC(N)=O" homo_lumo_gap_ev=9.377 spin_multiplicity=1
C 9.32659 -1.16271 0.86223 -0.920 -0.639 0.199
O 8.49421 -1.68083 1.53949 -2.050 -0.846 1.990
N 10.58684 -1.10150 1.13850 4.648 0.315 0.571
N 9.03098 -0.57507 -0.28701 -1.958 1.246 -2.434
H 10.95185 -1.12710 2.07989 -0.165 -0.254 -0.367
H 11.10232 -0.64240 0.40120 0.608 0.087 0.852
H 8.02631 -0.63408 -0.37226 0.118 0.063 -0.995
H 9.62394 -0.59771 -1.10431 -0.295 0.027 0.195
C 1.21343 -6.88432 2.94922 -2.449 -3.827 -2.266
O 0.64926 -7.96572 2.67067 1.178 0.867 0.453
N 2.24889 -6.40036 2.32558 4.116 0.090 -2.413
N 0.66408 -6.00082 3.69543 -2.557 3.136 3.926
H 2.76315 -5.58064 2.61491 -0.255 -0.258 -0.029
H 2.71326 -7.01803 1.67524 0.017 0.139 0.222
H -0.24549 -6.19525 4.08910 0.383 0.056 0.073
H 1.14523 -5.14677 3.93872 -0.427 -0.182 0.036
C 3.52847 5.75212 2.92453 0.721 -0.110 1.218
O 2.79294 6.03333 2.02599 -0.853 -0.232 -1.813
N 4.50520 4.83328 2.99478 1.194 -2.234 -1.643
N 3.43684 6.33061 4.11736 -0.824 2.426 2.306
H 4.48983 4.09476 2.30598 0.373 0.247 0.060
H 5.27593 4.87771 3.64601 -0.461 -0.061 -0.233
H 2.91465 7.19510 4.10862 0.132 -0.095 0.314
H 4.13028 6.20376 4.84065 -0.306 0.059 -0.221
C 1.30066 -0.12903 -1.79310 -1.380 0.695 -0.816
O 2.34820 0.07342 -1.29244 3.542 0.538 1.933
N 0.89486 -1.28070 -2.25037 0.300 -4.431 -0.587
N 0.37318 0.76846 -1.97719 -1.987 3.673 -0.167
H 0.01625 -1.42451 -2.72729 0.325 -0.244 0.476
H 1.36098 -1.97906 -1.68901 -0.456 -0.876 -0.811
H -0.51492 0.51592 -2.38658 0.248 0.644 0.259
H 0.63506 1.70417 -1.70158 -0.605 -0.001 -0.310
C -4.65717 0.40104 -4.40105 -0.838 0.001 0.897
O -3.93268 0.02262 -5.25644 2.109 -1.268 -2.464
N -5.42654 -0.37461 -3.65426 -1.532 -2.951 1.187
N -4.81651 1.65948 -4.06899 0.258 3.168 0.413
H -5.44874 -1.34831 -3.92169 -0.068 0.164 0.375
H -5.88865 -0.07785 -2.80663 0.180 -0.175 -0.365
H -4.30069 2.29010 -4.66595 -0.500 0.414 0.433
H -5.61363 1.89373 -3.49469 0.421 0.647 -0.449
C -3.88455 8.48762 0.40656 -0.247 -1.185 -1.430
O -5.07226 8.33431 0.45405 -2.267 0.456 0.773
N -3.13340 7.62219 -0.24916 1.718 -2.160 -1.412
N -3.17679 9.48789 0.86541 0.770 3.688 2.223
H -3.62184 6.89979 -0.75874 0.484 0.037 0.244
H -2.12777 7.67070 -0.16875 -0.319 -0.456 -0.352
H -2.23031 9.72069 0.60070 -0.382 -0.326 -0.084
H -3.72453 10.24213 1.25426 0.257 -0.071 0.053
C -3.85866 -8.43907 -5.98348 0.044 1.967 1.258
C -2.51029 -8.08640 -5.24944 -1.271 -0.017 -0.141
C -2.61148 -7.91515 -3.72199 -0.879 0.017 -1.939
O -3.63752 -6.96837 -3.57891 -0.180 0.383 2.155
C -3.77596 -6.79582 -2.15748 0.058 0.829 -0.487
N -1.58351 -9.09760 -5.52121 1.614 -2.400 -0.431
H -3.71251 -8.53753 -7.05914 0.143 -0.440 0.122
H -4.53501 -7.59350 -5.85837 -0.143 0.140 -0.101
H -4.39703 -9.25465 -5.50067 0.378 -0.428 -0.242
H -2.03966 -7.20139 -5.67766 -0.591 0.541 0.134
H -1.65018 -7.63311 -3.29250 0.124 0.397 -0.029
H -2.94245 -8.80027 -3.17873 0.164 -0.677 -0.306
H -4.57199 -6.08891 -1.92358 -0.015 -0.041 -0.265
H -2.82972 -6.39169 -1.79774 0.038 0.117 0.336
H -3.96215 -7.72553 -1.61982 -0.119 -0.262 -0.200
H -1.65172 -9.32344 -6.50327 0.502 0.290 -0.474
H -1.96246 -9.95969 -5.15611 0.136 -0.413 0.618
C 2.10326 0.47534 8.04137 -0.748 1.906 0.189
C 3.39274 -0.26457 8.01651 -1.335 0.791 0.934
C 3.59740 -1.04107 9.38851 0.374 0.642 -1.005
O 3.50482 -0.17054 10.54629 0.583 -0.572 -0.485
C 4.31927 -0.75114 11.59162 -0.733 0.504 -0.505
N 3.35365 -1.00123 6.78054 1.413 -2.046 0.001
H 2.14828 1.15196 8.89475 -0.635 -0.021 0.118
H 1.15949 -0.06371 7.95885 0.314 -0.697 0.704
H 2.00349 1.10821 7.15954 0.427 0.325 -0.175
H 4.19130 0.46929 7.90763 0.231 0.272 0.766
H 4.60977 -1.43502 9.29898 0.208 -0.290 0.355
H 2.90712 -1.86772 9.55656 -0.173 -0.084 -0.423
H 4.10820 -0.31097 12.56620 -0.296 0.355 -0.256
H 5.36334 -0.54569 11.35539 0.166 -0.478 0.044
H 4.05534 -1.80561 11.67245 0.474 -0.210 -0.006
H 4.30358 -1.33459 6.69932 0.258 -0.912 -0.413
H 3.32355 -0.38433 5.98139 -0.528 0.506 0.135
C 1.70568 -1.48058 -10.02014 -0.467 -0.735 -1.547
C 2.07165 -0.15945 -10.67502 1.623 0.052 1.486
C 1.49893 0.15168 -12.02925 -2.105 0.063 -0.811
O 1.79553 -0.75307 -13.07854 0.740 -0.799 -0.365
C 1.08319 -0.46760 -14.30283 0.358 0.980 1.408
N 1.65818 0.89215 -9.71043 -0.162 0.037 -0.133
H 2.20268 -2.29473 -10.54763 -0.066 -0.240 0.117
H 0.63369 -1.61278 -10.16657 -0.216 -0.265 0.306
H 1.95346 -1.52991 -8.95983 0.096 0.193 -0.130
H 3.16086 -0.19156 -10.70129 0.223 0.527 -0.288
H 1.53243 1.18357 -12.37883 1.363 0.369 0.217
H 0.42345 0.17205 -11.85304 -0.817 -0.654 0.076
H 1.34079 0.56318 -14.54623 -0.602 0.415 -0.068
H 0.03001 -0.61440 -14.06327 -0.221 0.229 -0.522
H 1.37853 -0.99632 -15.20909 0.324 -0.820 0.712
H 2.22943 0.78404 -8.88456 0.988 0.358 -0.093
H 0.83979 0.49928 -9.26771 -1.063 0.291 -0.361
C -4.40245 4.02568 4.57599 -0.477 -0.892 1.902
C -4.81706 4.35473 6.08452 -0.237 1.797 -0.702
C -5.10527 5.90432 6.26568 0.543 0.410 0.578
O -5.46423 6.27623 7.60260 -0.183 -1.155 0.730
C -6.09750 7.53767 7.79815 0.487 -1.108 -0.736
N -6.02129 3.60008 6.58525 1.221 0.876 -0.744
H -4.48307 2.94034 4.63632 -0.084 -0.199 -0.615
H -3.34498 4.20720 4.38386 -0.114 0.451 0.112
H -5.01803 4.39300 3.75487 -0.141 0.205 0.326
H -3.93360 4.07478 6.65831 -0.227 -0.042 0.304
H -5.88669 6.19042 5.56167 -0.352 -0.026 -0.149
H -4.27308 6.59463 6.12771 0.606 -0.488 -1.053
H -7.06410 7.44729 7.30256 -0.338 0.613 0.269
H -5.51247 8.34499 7.35759 0.041 0.173 -0.160
H -6.14582 7.69697 8.87537 -0.298 -0.068 -0.157
H -6.78347 4.11155 6.16385 -0.605 -0.267 -0.563
H -6.12453 3.95061 7.52682 0.161 -0.274 0.647

=====

Entry 5:
12
Properties=species:S:1:pos:R:3:forces:R:3 method="wB97M-V/def2-TZVPD" relative_energy_kcal_mol=147.95 smiles="O=[NH+][O-].C#CC=C" homo_lumo_gap_ev=9.947 spin_multiplicity=1
C 0.42030 -0.87027 2.14748 0.017 -0.248 0.755
C -0.35910 -0.56885 1.27987 1.171 0.614 1.640
C -1.63188 -0.93388 -0.59045 -2.534 2.725 -2.668
C -1.32134 -0.07517 0.37713 -0.104 -0.899 -0.232
N 1.78505 1.25018 -1.15851 -0.375 -0.060 -0.581
O 1.89530 2.41939 -1.44562 0.161 0.275 0.136
O 2.67074 0.42444 -1.11694 -0.641 0.126 0.243
H 0.97203 -1.15645 3.04527 -0.284 0.191 -1.036
H -2.47071 -0.58942 -1.40125 2.259 -1.378 1.993
H -0.95723 -1.74654 -0.70551 -0.220 -1.006 -0.406
H -1.77680 0.87917 0.58206 -0.266 0.071 -0.084
H 0.77364 0.96740 -1.01354 0.815 -0.411 0.240

=====

Entry 6:
17
Properties=species:S:1:pos:R:3:forces:R:3 method="wB97M-V/def2-TZVPD" relative_energy_kcal_mol=178.47 homo_lumo_gap_ev=4.392 total_charge=-1 spin_multiplicity=1
O 0.61090 -1.26699 1.48630 -2.252 2.859 -0.972
C -0.15035 -0.13346 0.78714 5.780 -2.192 1.044
O 0.81410 0.90505 0.39770 -2.728 -1.172 0.451
C -1.24935 0.39046 1.48035 -3.718 1.640 -2.760
C -1.80442 1.68823 0.65251 2.920 -1.126 -1.209
O -1.26168 1.73387 -0.61786 -0.586 -0.134 1.742
H -0.51206 -0.64282 -0.18879 -0.330 0.617 0.695
H -2.09305 -0.19367 1.93856 1.486 0.219 0.322
H -1.56066 2.61793 1.12527 0.110 0.685 1.284
H -2.84560 1.60276 0.62791 -2.066 -0.530 0.243
H 0.06674 1.48831 -0.09355 1.083 -0.148 -0.464
H 0.88735 0.45680 -1.91526 -0.008 -0.708 -0.210
H 0.95970 -1.13792 -1.63938 0.925 0.061 -1.094
O 0.84940 -0.40774 -2.36402 -0.673 0.620 0.586
H 1.15012 -1.57302 0.73479 0.503 -0.965 -0.764
H 1.59034 -3.22815 -1.37658 -0.171 0.281 0.199
O 1.68501 -2.34689 -0.99374 -0.275 -0.006 0.907